Model one:
Entry from the OMol25 dataset: a cluster of 2 separate species, C4H10O3 in total (the ωB97M-V functional and the def2-TZVPD basis).

Cartesian coordinates (Å):
C 0.565 0.003 -0.020
C 0.258 -1.443 0.337
C 1.506 -2.434 0.459
O 1.231 -3.737 0.327
C -0.651 0.986 0.036
O -0.241 2.210 -0.501
H 1.357 0.451 0.584
H 0.854 0.054 -1.076
H -0.423 -2.035 -0.294
H -0.365 -1.462 1.256
H 2.001 -2.222 1.431
H 2.124 -2.052 -0.426
H -0.918 1.055 1.107
H -1.495 0.538 -0.509
H -1.103 2.765 -0.552
H -2.216 3.844 -1.502
O -2.483 3.478 -0.657

## Properties
Charge: -2
2S+1: 1
E_LUMO, eV: 7.0221
Gap between HOMO and LUMO, eV: 6.79
HOMO energy, eV: 0.23

---

Model two:
Entry from the OMol25 dataset: a cluster of 2 separate species, C4H10O3 in total (the ωB97M-V functional and the def2-TZVPD basis).

Cartesian coordinates (Å):
C -0.169 -0.003 -0.796
C 0.240 1.498 -0.775
C 1.824 1.800 -0.518
O 2.307 2.891 -0.984
C -1.175 -0.391 0.249
O -1.454 -1.746 0.282
H -0.543 -0.193 -1.799
H 0.840 -0.591 -0.795
H -0.376 1.879 0.031
H 0.063 1.920 -1.772
H 2.219 0.830 -1.099
H 2.013 1.362 0.489
H -2.053 0.157 0.262
H -0.833 -0.073 1.253
H -1.381 -2.149 1.194
H -0.640 -4.039 2.245
O -0.882 -3.151 2.532

## Properties
Charge: -2
2S+1: 1
E_LUMO, eV: 6.8444
Gap between HOMO and LUMO, eV: 6.63
HOMO energy, eV: 0.22

---

Short version: model one is the most stable of them.

---

Model one:
Entry from the OMol25 dataset: a structure of composition C2H2N2OS2 (the ωB97M-V functional and the def2-TZVPD basis).

Cartesian coordinates (Å):
C -0.923 0.075 1.471
C -0.662 1.401 0.989
N 0.828 -0.524 0.337
N -0.166 -0.894 1.015
O -1.278 2.394 1.241
S 1.059 -1.843 -1.564
S 0.928 1.196 0.082
H -1.653 -0.242 2.245
H 1.618 -2.905 -2.034

## Properties
2S+1: 1
E_LUMO (spin up / spin down), eV: -3.5805 / -3.5889
Gap between HOMO and LUMO (spin up / spin down), eV: 5.57 / 5.56
HOMO energy (spin up / spin down), eV: -9.15 / -9.15

---

Model two:
Entry from the OMol25 dataset: an isolated molecule of C2H2N2OS2 (the ωB97M-V functional and the def2-TZVPD basis).

Cartesian coordinates (Å):
O 1.890 2.667 0.240
C 1.712 1.603 -0.265
C 1.203 0.460 -0.664
S 0.849 -0.641 0.761
N -0.806 -0.853 0.744
N -1.353 -1.349 -0.351
S -2.969 -1.228 -0.277
H 1.094 0.086 -1.636
H -1.620 -0.745 1.447

## Properties
2S+1: 1
E_LUMO (spin up / spin down), eV: -1.0777 / -1.0778
Gap between HOMO and LUMO (spin up / spin down), eV: 7.91 / 7.91
HOMO energy (spin up / spin down), eV: -8.98 / -8.98

---

Model three:
Entry from the OMol25 dataset: an isolated molecule of C2H2N2OS2 (the ωB97M-V functional and the def2-TZVPD basis).

Cartesian coordinates (Å):
S 1.463 -1.530 -0.020
C 0.707 -0.075 0.036
O 1.405 1.125 -0.017
C 0.506 2.082 -0.036
N -0.744 1.649 0.029
N -0.588 0.248 0.216
S -2.009 -0.700 -0.064
H 0.719 3.101 -0.352
H -1.175 -1.727 0.118

## Properties
2S+1: 1
E_LUMO, eV: 0.2155
Gap between HOMO and LUMO, eV: 8.92
HOMO energy, eV: -8.70

---

Model four:
Entry from the OMol25 dataset: an isolated molecule of C2H2N2OS2 (the ωB97M-V functional and the def2-TZVPD basis).

Cartesian coordinates (Å):
S -0.334 0.086 -2.063
C -0.364 -0.510 -0.421
N -1.058 -1.498 -0.086
N -1.225 -1.431 1.249
O -0.151 -0.412 1.734
C 0.240 0.152 0.660
S 1.441 1.440 0.743
H -1.741 0.578 -1.730
H 1.954 0.954 -0.597

## Properties
2S+1: 1
E_LUMO, eV: -0.2249
Gap between HOMO and LUMO, eV: 9.06
HOMO energy, eV: -9.28

---

Short version: model three is the most stable of them.

---

Model one:
Entry from the OMol25 dataset: a cluster of 2 separate species, C3H4BrN in total (the ωB97M-V functional and the def2-TZVPD basis).

Cartesian coordinates (Å):
C -1.652 -1.387 -1.937
C 0.698 0.873 0.543
C 1.307 0.423 -0.533
N -1.829 -2.176 -1.107
Br 2.213 -1.235 -0.577
H -1.981 -2.860 -0.398
H 0.187 1.819 0.533
H 0.693 0.328 1.473
H 1.332 0.938 -1.479

## Properties
2S+1: 1
E_LUMO, eV: 0.9078
Gap between HOMO and LUMO, eV: 10.47
HOMO energy, eV: -9.57

---

Model two:
Entry from the OMol25 dataset: a cluster of 2 separate species, C3H4BrN in total (the ωB97M-V functional and the def2-TZVPD basis).

Cartesian coordinates (Å):
C 1.685 -0.139 -0.433
C -0.876 -0.343 0.250
C 0.468 0.048 0.001
N -1.854 -0.461 -0.539
Br -0.259 2.595 0.597
H 2.517 0.588 -0.426
H 1.946 -1.200 -0.505
H -0.869 -0.350 1.282
H -2.757 -0.737 -0.227

## Properties
2S+1: 1
E_LUMO (spin up / spin down), eV: -2.1631 / -2.1846
Gap between HOMO and LUMO (spin up / spin down), eV: 7.44 / 7.41
HOMO energy (spin up / spin down), eV: -9.60 / -9.59

---

Model three:
Entry from the OMol25 dataset: a cluster of 2 separate species, C3H4BrN in total (the ωB97M-V functional and the def2-TZVPD basis).

Cartesian coordinates (Å):
C -0.794 -1.709 -0.022
C 1.518 1.230 0.366
C -1.400 -0.628 -0.641
N -0.277 -2.657 0.395
Br -2.483 0.594 0.132
H 0.503 0.812 0.071
H 1.768 0.978 1.389
H 2.244 1.720 -0.074
H -1.079 -0.340 -1.616

## Properties
2S+1: 1
E_LUMO (spin up / spin down), eV: -1.7948 / 0.0029
Gap between HOMO and LUMO (spin up / spin down), eV: 7.23 / 9.29
HOMO energy (spin up / spin down), eV: -9.03 / -9.29

---

Short version: model one is the most stable of them.

---

Model one:
Entry from the OMol25 dataset: a cluster of 2 separate species, H5NO in total (the ωB97M-V functional and the def2-TZVPD basis).

Cartesian coordinates (Å):
N -1.294 0.701 0.015
H -1.872 -0.051 -0.374
H -0.603 0.947 -0.701
H -1.905 1.516 0.132
O 2.217 -1.261 0.377
H 1.781 -1.082 -0.486
H 1.675 -0.772 1.037

## Properties
2S+1: 1
E_LUMO, eV: 0.7893
Gap between HOMO and LUMO, eV: 11.32
HOMO energy, eV: -10.53

---

Model two:
Entry from the OMol25 dataset: a cluster of 2 separate species, H5NO in total (the ωB97M-V functional and the def2-TZVPD basis).

Cartesian coordinates (Å):
N -0.250 -0.154 1.154
H 0.167 0.063 0.243
H 0.146 -1.049 1.457
H 0.083 0.558 1.811
O 0.195 0.377 -1.295
H -0.787 0.333 -1.271
H 0.447 -0.129 -2.100

## Properties
2S+1: 1
E_LUMO, eV: 0.8332
Gap between HOMO and LUMO, eV: 10.30
HOMO energy, eV: -9.47

---

Short version: model one is the most stable of them.